No. 1
Formula: C3H7N2
Source: OMol25
Level of theory: the ωB97M-V functional and the def2-TZVPD basis

LUMO energy: -3.9749 eV
ΔE to the lowest compared entry with this formula, charge and spin: 4.5639 eV
HOMO: -0.5236 hartree

The geometry in ORCA input format:
```
! wB97M-V def2-TZVPD RIJCOSX def2/J DEFGRID3
* xyz 1 1
C 0.22 0.86 -1.47
C 0.76 1.91 -1.25
C 0.01 -0.46 1.48
N -1.13 0.01 1.21
N 0.55 -1.30 0.31
H -0.56 0.17 -1.84
H 1.31 2.88 -0.86
H -1.51 0.07 0.29
H -1.63 0.38 2.00
H 1.38 -1.79 0.62
H 0.71 -0.59 -0.49
H -0.11 -2.14 0.01
*
```

No. 2
Formula: C5H14N2
Source: OMol25
Level of theory: the ωB97M-V functional and the def2-TZVPD basis

LUMO energy (alpha / beta): -3.0011 / -8.0311 eV
ΔE to the lowest compared entry with this formula, charge and spin: 0.8637 eV
HOMO (alpha / beta): -0.4984 / -0.4981 hartree
<S²>: 0.75

The geometry in ORCA input format:
```
! wB97M-V def2-TZVPD RIJCOSX def2/J DEFGRID3
* xyz 1 2
N -1.15 0.17 -2.73
C -0.16 0.04 -1.65
C 1.12 0.84 -1.89
C -0.87 0.34 -0.30
N -0.05 -0.22 0.79
C -0.49 -0.26 2.16
C 0.70 -0.76 3.00
H -0.91 -0.42 -3.52
H -1.00 1.12 -3.06
H 0.16 -1.01 -1.55
H 1.78 0.64 -1.04
H 0.87 1.89 -2.00
H 1.62 0.49 -2.78
H -0.86 1.43 -0.20
H -1.86 -0.12 -0.27
H 0.27 -1.17 0.56
H -1.31 -0.99 2.32
H -0.86 0.68 2.56
H 1.54 -0.07 2.94
H 0.47 -0.89 4.06
H 0.99 -1.74 2.61
*
```

No. 3
Formula: C3H5NO3
Source: OMol25
Level of theory: the ωB97M-V functional and the def2-TZVPD basis

LUMO energy: 0.6525 eV
ΔE to the lowest compared entry with this formula, charge and spin: 2.0097 eV
HOMO: -0.3671 hartree

The geometry in ORCA input format:
```
! wB97M-V def2-TZVPD RIJCOSX def2/J DEFGRID3
* xyz 0 1
N -0.33 -1.35 0.42
C -0.78 -0.03 0.59
O -1.92 0.16 0.92
C 0.39 0.96 0.66
O 1.31 0.61 -0.40
C 0.59 0.12 -1.42
O -0.61 0.25 -1.49
H 0.46 -1.39 -0.26
H -1.10 -1.85 0.00
H 0.10 2.02 0.58
H 0.90 0.77 1.60
H 1.16 -0.39 -2.20
*
```

No. 4
Formula: C8H38BO10PS
Source: OMol25
Level of theory: the ωB97M-V functional and the def2-TZVPD basis

LUMO energy: 0.1207 eV
HOMO: -0.2829 hartree

The geometry in ORCA input format:
```
! wB97M-V def2-TZVPD RIJCOSX def2/J DEFGRID3
* xyz 0 1
O -1.97 2.12 -2.15
B -0.61 2.01 -2.16
O 0.01 1.42 -3.24
P 0.52 2.48 -0.57
S 1.88 2.88 1.30
H -2.32 2.70 -1.47
H -0.21 0.51 -3.47
H 0.67 1.11 -0.26
H 1.54 3.13 -1.28
H -0.48 3.24 0.08
H 1.36 1.91 2.06
C 0.75 -1.07 3.99
O 0.50 0.15 3.30
H 1.00 -1.81 3.23
H 1.59 -0.98 4.69
H -0.13 -1.42 4.54
H 0.29 0.82 3.96
C -2.83 0.32 5.85
O -1.64 0.83 5.25
H -2.77 0.56 6.91
H -3.73 0.76 5.42
H -2.90 -0.77 5.74
H -1.69 0.64 4.31
C -5.84 -0.71 2.90
O -5.62 -0.68 4.31
H -4.87 -0.89 2.44
H -6.51 -1.52 2.61
H -6.23 0.23 2.53
H -6.46 -0.53 4.75
C 2.37 -1.84 -4.00
O 1.36 -0.83 -4.05
H 1.86 -2.79 -4.10
H 3.09 -1.73 -4.81
H 2.90 -1.83 -3.04
H 1.77 0.04 -3.96
C -0.60 -2.43 0.50
O -0.15 -3.35 1.49
H -1.08 -1.61 1.03
H 0.24 -2.02 -0.08
H -1.32 -2.89 -0.19
H 0.28 -4.09 1.05
C -3.59 -3.95 -2.63
O -2.90 -4.33 -1.45
H -3.51 -2.87 -2.70
H -3.15 -4.40 -3.52
H -4.65 -4.22 -2.58
H -2.95 -5.29 -1.35
C 4.35 5.77 1.60
O 4.11 6.92 0.81
H 4.60 4.96 0.92
H 5.19 5.92 2.29
H 3.46 5.46 2.17
H 3.87 7.65 1.39
C 5.27 -0.27 -6.64
O 4.81 -1.59 -6.43
H 5.18 0.26 -5.69
H 6.32 -0.24 -6.95
H 4.67 0.26 -7.39
H 4.88 -2.09 -7.25
*
```

No. 5
Formula: CHIN2O2S
Source: OMol25
Level of theory: the ωB97M-V functional and the def2-TZVPD basis

LUMO energy (alpha / beta): -3.5490 / -3.5473 eV
ΔE to the lowest compared entry with this formula, charge and spin: 3.1026 eV
HOMO (alpha / beta): -0.3273 / -0.3273 hartree

The geometry in ORCA input format:
```
! wB97M-V def2-TZVPD RIJCOSX def2/J DEFGRID3
* xyz 0 1
C -0.99 -0.39 -0.01
N -0.72 -1.51 -0.26
N -0.39 0.80 0.16
O 2.92 -0.80 -0.96
O 1.16 0.59 0.27
S 2.04 -0.74 0.15
I -3.17 0.64 -0.16
H -0.85 1.40 0.81
*
```

No. 6
Formula: C59H50AsCl3O2P3Pt
Source: OMol25
Level of theory: the ωB97M-V functional and the def2-TZVPD basis

LUMO energy (alpha / beta): -6.9464 / -10.2608 eV
HOMO (alpha / beta): -0.5191 / -0.5670 hartree
<S²>: 6.05

The geometry in ORCA input format:
```
! wB97M-V def2-TZVPD RIJCOSX def2/J DEFGRID3
* xyz 3 5
Pt -0.79 0.91 0.82
Cl 2.33 6.01 -4.46
C 1.59 4.99 -3.32
C 2.39 4.24 -2.44
C 1.81 3.45 -1.49
Cl 2.74 2.53 -0.40
C 0.38 3.35 -1.35
O -0.18 2.63 -0.48
C -0.40 4.12 -2.30
Cl -2.09 4.01 -2.17
C 0.20 4.91 -3.25
H 3.47 4.31 -2.51
H -0.39 5.48 -3.96
C -3.11 2.26 2.91
C -2.69 0.95 3.55
P -2.11 -0.27 2.29
C -1.55 -1.65 3.30
C -2.07 -2.94 3.15
C -1.74 -3.91 4.07
C -0.89 -3.62 5.13
C -0.33 -2.36 5.25
C -0.66 -1.37 4.34
C -3.59 -0.73 1.35
C -3.69 -0.40 0.00
C -4.80 -0.80 -0.72
C -5.81 -1.51 -0.09
C -5.72 -1.82 1.25
C -4.61 -1.43 1.98
P -1.78 2.87 1.79
C -0.43 3.36 2.89
C -0.62 4.30 3.90
C 0.44 4.69 4.69
C 1.70 4.14 4.49
C 1.89 3.18 3.51
C 0.83 2.79 2.71
C -2.50 4.37 1.09
C -3.79 4.28 0.55
C -4.47 5.43 0.19
C -3.86 6.66 0.34
C -2.55 6.74 0.79
C -1.86 5.60 1.14
H -3.30 3.03 3.67
H -4.02 2.13 2.32
H -3.52 0.49 4.10
H -1.87 1.13 4.26
H -2.73 -3.16 2.33
H -2.17 -4.90 3.98
H -0.67 -4.38 5.86
H 0.34 -2.14 6.06
H -0.22 -0.39 4.43
H -2.89 0.17 -0.48
H -4.88 -0.56 -1.77
H -6.67 -1.83 -0.66
H -6.51 -2.38 1.74
H -4.54 -1.67 3.03
H -1.60 4.74 4.05
H 0.30 5.43 5.46
H 2.53 4.46 5.10
H 2.87 2.75 3.35
H 0.99 2.06 1.92
H -4.26 3.31 0.41
H -5.47 5.36 -0.19
H -4.40 7.56 0.09
H -2.07 7.71 0.88
H -0.83 5.66 1.47
O -0.93 -1.87 0.04
C -0.09 -1.05 0.44
C 1.81 -2.44 -1.22
C 1.82 -3.62 -0.27
As 1.90 -5.27 -1.40
C 0.25 -5.23 -2.43
C 0.23 -5.93 -3.63
C -0.89 -5.89 -4.44
C -2.02 -5.20 -4.02
C -2.01 -4.52 -2.81
C -0.89 -4.56 -1.99
C 3.30 -4.73 -2.67
C 2.99 -4.19 -3.92
C 4.01 -3.74 -4.74
C 5.33 -3.86 -4.35
C 5.65 -4.38 -3.10
C 4.63 -4.82 -2.27
P 1.46 -0.79 -0.47
C 2.70 -0.43 0.77
C 2.30 -0.32 2.10
C 3.23 -0.09 3.09
C 4.58 -0.01 2.77
C 4.99 -0.14 1.45
C 4.05 -0.35 0.45
C 1.39 0.15 -2.05
C 0.10 0.56 -2.41
C -0.12 1.14 -3.65
C 0.93 1.31 -4.53
C 2.21 0.89 -4.18
C 2.44 0.32 -2.94
H 1.02 -2.56 -1.98
H 2.77 -2.35 -1.73
H 0.92 -3.67 0.34
H 2.68 -3.60 0.40
H 1.10 -6.50 -3.93
H -0.89 -6.42 -5.38
H -2.91 -5.22 -4.62
H -2.88 -3.98 -2.48
H -0.91 -4.04 -1.04
H 1.96 -4.09 -4.23
H 3.76 -3.31 -5.70
H 6.12 -3.58 -5.03
H 6.68 -4.46 -2.79
H 4.87 -5.26 -1.31
H 1.25 -0.43 2.36
H 2.91 0.00 4.12
H 5.32 0.16 3.55
H 6.04 -0.09 1.21
H 4.38 -0.45 -0.57
H -0.73 0.42 -1.72
H -1.12 1.44 -3.93
H 0.76 1.74 -5.50
H 3.02 1.00 -4.88
H 3.44 0.00 -2.69
*
```